(1)
The following is a quantum chemistry calculation of a molecular structure, C49H70N3O3PW, from OMol25.

Geometry as XYZ:
```
127
Properties=species:S:1:pos:R:3:lowdin_spin:R:1
W -0.20584 -1.12990 0.76942 1.5883
C -1.42143 -3.72862 0.60422 0.0123
C -2.91684 -3.60933 0.82707 0.0005
C -3.27539 -3.83410 2.29842 0.0006
C -3.57351 -2.36379 0.25084 0.0097
C -4.61847 -2.56947 -0.64014 -0.0005
C -5.43842 -1.52643 -1.03536 0.0069
C -5.25284 -0.27891 -0.47725 0.0007
C -4.20436 -0.01098 0.40333 0.0067
C -4.19621 1.34947 1.07771 0.0005
C -5.33377 1.41791 2.10918 0.0004
C -4.36752 2.49940 0.08309 0.0002
C -3.31142 -1.05338 0.69283 0.0206
N -2.09542 -0.84890 1.47032 0.0148
C -2.23391 -0.65059 2.84738 0.0020
O -3.23030 -0.34435 3.43888 -0.0007
C -0.97539 -1.01966 3.58564 0.0257
C -0.86534 -1.16073 4.95023 -0.0055
C 0.26608 -1.79929 5.45500 0.0309
C 1.21880 -2.32883 4.58981 -0.0051
C 1.05819 -2.11872 3.23788 0.0248
N 0.01219 -1.42499 2.77823 0.0021
C 1.90467 -2.67442 2.13437 0.0089
O 2.69329 -3.55838 2.33166 0.0217
N 1.61678 -2.05499 0.91791 0.0403
C 2.70344 -2.08968 -0.04886 0.0107
C 3.98122 -1.60066 0.32919 0.0062
C 4.99650 -1.68482 -0.61769 -0.0007
C 4.78626 -2.19803 -1.88677 0.0082
C 3.52787 -2.63021 -2.24586 0.0001
C 2.47497 -2.57818 -1.33870 0.0099
C 1.12441 -3.12678 -1.74481 0.0269
C 0.83586 -3.04665 -3.24187 0.0035
C 1.01504 -4.57328 -1.25630 0.0025
C 4.32106 -1.04924 1.71707 0.0010
C 3.52664 0.20625 2.10442 -0.0001
C 5.80601 -0.74829 1.91984 0.0000
H -1.02605 -4.68090 0.96076 0.0008
H -0.88674 -3.02064 1.28611 0.0042
H -1.14448 -3.59830 -0.43754 0.0076
H -3.35353 -4.44120 0.26968 -0.0003
H -2.81192 -3.09495 2.95476 0.0000
H -2.93854 -4.81960 2.62413 0.0001
H -4.35219 -3.77424 2.44880 0.0001
H -4.82081 -3.57377 -0.99241 -0.0002
H -6.25115 -1.70252 -1.72728 0.0004
H -5.95149 0.51353 -0.71260 0.0000
H -3.25578 1.47298 1.61724 -0.0001
H -6.30188 1.35325 1.60948 0.0000
H -5.29783 2.37029 2.64189 0.0001
H -5.26113 0.61423 2.83522 0.0000
H -5.39003 2.54123 -0.29243 0.0000
H -3.70884 2.39942 -0.77816 0.0000
H -4.17014 3.45713 0.56643 0.0000
H -1.67142 -0.82205 5.58664 -0.0006
H 0.37581 -1.93305 6.52318 0.0015
H 2.05984 -2.91008 4.94248 -0.0004
H 5.98929 -1.34756 -0.36119 -0.0002
H 5.60680 -2.25747 -2.58967 0.0005
H 3.36309 -3.02762 -3.23818 -0.0001
H 0.36855 -2.48755 -1.25006 0.0162
H 1.41056 -3.79560 -3.78726 0.0013
H 1.08368 -2.06994 -3.66390 0.0000
H -0.21799 -3.25471 -3.43466 0.0002
H 1.83786 -5.14556 -1.68696 0.0013
H 0.08415 -5.04537 -1.57543 0.0003
H 1.10875 -4.64629 -0.17215 0.0002
H 4.09356 -1.83348 2.43546 0.0006
H 3.97434 1.08814 1.63646 0.0000
H 3.57771 0.36678 3.18350 0.0000
H 2.47715 0.15952 1.81654 0.0000
H 6.15866 0.03964 1.25074 0.0000
H 6.42706 -1.63207 1.77764 0.0000
H 5.95999 -0.39918 2.94147 0.0000
O 0.47805 0.59667 0.32094 0.0601
P 0.72679 1.84383 -0.63791 0.0086
C -0.27762 1.55768 -2.12567 0.0036
C -0.91329 0.14851 -2.18187 0.0086
C -2.23701 0.15132 -2.94561 0.0000
C -2.09032 0.96904 -4.22633 0.0001
C -1.75912 2.44760 -3.92727 0.0003
C -1.28139 2.65951 -2.48555 0.0004
C 0.27941 3.28031 0.35437 0.0004
C 1.20709 3.39993 1.59390 0.0002
C 0.68714 2.62257 2.80480 -0.0002
C -0.72981 3.06435 3.22445 0.0000
C -1.44242 3.84950 2.12310 0.0000
C -1.21393 3.22322 0.75145 0.0000
C 2.48229 1.86650 -1.06068 -0.0006
C 3.01622 3.27103 -1.40506 -0.0003
C 2.77818 3.65743 -2.86125 0.0000
C 3.45187 2.64954 -3.78554 0.0000
C 2.86794 1.25541 -3.58442 0.0000
C 2.87402 0.81018 -2.11791 0.0000
H 0.48689 1.59066 -2.90300 0.0001
H -1.13503 -0.25278 -1.17288 0.0089
H -0.20902 -0.54280 -2.64921 0.0009
H -3.02992 0.55915 -2.31470 0.0002
H -2.52195 -0.87751 -3.17126 0.0000
H -3.00378 0.89922 -4.81491 0.0000
H -1.30143 0.52060 -4.83737 0.0000
H -2.63116 3.07904 -4.09766 0.0001
H -0.98685 2.79950 -4.61455 0.0000
H -2.12450 2.63067 -1.80129 0.0000
H -0.82709 3.64867 -2.38957 0.0000
H 0.45004 4.14069 -0.30027 0.0000
H 1.27075 4.45900 1.84902 0.0000
H 2.22730 3.08879 1.36295 0.0000
H 1.38821 2.75931 3.62875 0.0000
H 0.70014 1.55560 2.57684 0.0000
H -0.68703 3.67029 4.12949 0.0000
H -1.33175 2.18568 3.47798 0.0000
H -1.09655 4.88608 2.10504 0.0000
H -2.51292 3.89069 2.33039 0.0000
H -1.80955 3.73889 0.00205 0.0000
H -1.56558 2.18585 0.77450 0.0000
H 2.92677 1.55282 -0.11225 0.0000
H 4.09487 3.24690 -1.22534 -0.0001
H 2.61768 4.02453 -0.72435 0.0000
H 3.17244 4.65850 -3.03676 0.0000
H 1.70158 3.70772 -3.07789 0.0000
H 4.52453 2.63845 -3.56766 0.0000
H 3.34741 2.94864 -4.82862 0.0000
H 3.43886 0.51926 -4.15360 0.0000
H 1.86230 1.23086 -4.01671 0.0000
H 3.88944 0.50485 -1.86166 0.0001
H 2.27304 -0.09279 -1.99251 -0.0001
```

Results
total charge	+2
multiplicity	3
calculated total energy	-73666.5650	eV
expectation value of S²	2.01

(2)
The following is a quantum chemistry calculation of a molecular structure, C49H73As3KN2P2Si2, from OMol25.

Geometry as XYZ:
```
132
Properties=species:S:1:pos:R:3:lowdin_charge:R:1
K 0.14333 -0.33315 -0.21111 0.3862
C 0.99982 0.87614 4.24639 -0.0484
C 0.87822 1.75090 3.02298 -0.2707
C -0.17574 2.65150 2.89430 -0.0501
C -0.30710 3.44198 1.76066 -0.0828
C 0.61652 3.34812 0.73239 -0.0822
C 1.68257 2.46512 0.85049 -0.0938
C 1.80757 1.66735 1.98461 -0.0746
H 0.37314 1.24774 5.05824 0.0756
H 2.03147 0.83175 4.60288 0.0731
H 0.67496 -0.14411 4.03041 0.0596
H -0.91342 2.72132 3.68700 0.1040
H -1.14765 4.11951 1.66992 0.1007
H 0.49458 3.94077 -0.16534 0.0893
H 2.39832 2.38251 0.03978 0.0884
H 2.63995 0.97456 2.06860 0.0941
C -3.01063 0.03935 3.98387 -0.1714
Si -2.65544 -1.21954 2.63391 0.2659
C -4.23155 -2.23934 2.50290 -0.1761
C -1.35356 -2.40804 3.32823 -0.1883
N -2.01050 -0.54958 1.22217 -0.3517
P -2.81465 0.14050 -0.00976 0.5715
C -1.96371 1.22236 -0.94336 -0.4864
P -1.34266 1.14404 -2.48032 0.5903
N 0.23337 0.78146 -2.63226 -0.3267
Si 1.53161 1.54860 -3.36053 0.2561
C 1.74427 1.27441 -5.21680 -0.1850
C 1.62962 3.41369 -3.11182 -0.1671
C 3.13640 0.88047 -2.57067 -0.1817
C -2.20097 0.02243 -3.67940 -0.2573
C -3.23937 0.42383 -4.51890 -0.0934
C -3.83552 -0.46954 -5.40553 -0.0993
C -3.41388 -1.78972 -5.45715 -0.1109
C -2.40763 -2.21790 -4.59765 -0.0922
C -1.81774 -1.31835 -3.72232 -0.1097
C -1.63346 2.79555 -3.29111 -0.2843
C -2.08094 3.87065 -2.52756 -0.0836
C -2.21603 5.13723 -3.08979 -0.0929
C -1.92638 5.34238 -4.43376 -0.1106
C -1.49912 4.27285 -5.21391 -0.1023
C -1.34871 3.01685 -4.63992 -0.1318
C -4.24155 1.09043 0.73323 -0.2569
C -3.90260 2.33173 1.29604 -0.1000
C -4.85228 3.13023 1.90953 -0.0993
C -6.18130 2.71445 1.97539 -0.1157
C -6.53400 1.49257 1.42927 -0.0998
C -5.56856 0.68749 0.81946 -0.1066
C -3.67245 -1.22536 -0.91727 -0.2738
C -3.26038 -2.54587 -0.75487 -0.1082
C -3.86422 -3.58258 -1.46033 -0.0968
C -4.90411 -3.31019 -2.33704 -0.1068
C -5.31520 -1.99520 -2.52511 -0.0926
C -4.69416 -0.96514 -1.83196 -0.1035
H -3.14666 -0.45620 4.95327 0.0225
H -3.91727 0.61304 3.76109 0.0195
H -2.18144 0.75080 4.06899 0.0002
H -4.58754 -2.50266 3.50610 0.0256
H -4.07463 -3.16411 1.93999 0.0163
H -5.02677 -1.67864 2.00107 0.0088
H -1.45742 -2.56254 4.41051 0.0264
H -0.35322 -2.01163 3.13003 -0.0180
H -1.42458 -3.38971 2.84160 0.0213
H 1.11523 1.94822 -5.80555 0.0071
H 1.48996 0.24679 -5.49682 0.0080
H 2.78550 1.45833 -5.50823 0.0207
H 1.04246 3.97320 -3.84710 0.0158
H 2.67354 3.74879 -3.17489 0.0273
H 1.24518 3.67451 -2.11928 0.0045
H 2.97438 -0.10722 -2.13124 -0.0369
H 3.47190 1.54310 -1.76272 0.0073
H 3.96137 0.80489 -3.29061 0.0228
H -3.59203 1.44635 -4.47987 0.1034
H -4.63531 -0.13025 -6.05528 0.0954
H -3.87689 -2.48568 -6.14654 0.0933
H -2.09332 -3.25603 -4.60521 0.0973
H -1.03440 -1.65074 -3.05193 0.0574
H -2.31898 3.67374 -1.48589 0.0814
H -2.55720 5.96544 -2.47865 0.0928
H -2.03653 6.32713 -4.87392 0.0902
H -1.27700 4.42078 -6.26488 0.0960
H -1.01382 2.18617 -5.25334 0.0962
H -2.87284 2.65865 1.22083 0.0700
H -4.56275 4.08335 2.33913 0.0933
H -6.93032 3.33909 2.44868 0.0895
H -7.56319 1.15412 1.47725 0.0932
H -5.86923 -0.27327 0.41790 0.0877
H -2.45980 -2.75117 -0.05284 0.0858
H -3.52766 -4.60317 -1.31860 0.0953
H -5.38324 -4.11408 -2.88441 0.0942
H -6.10565 -1.77109 -3.23156 0.1003
H -4.99556 0.06263 -2.00562 0.1135
C 3.55403 -1.87366 2.96915 -0.3300
As 2.50413 -2.39745 1.39737 1.1086
C 1.75751 -4.01488 2.22877 -0.3264
C 4.08892 -3.13458 0.46036 -0.3681
C 4.00540 -4.02326 -0.80101 -0.6508
C 5.46252 -4.38193 -1.13389 -0.0740
C 3.42285 -3.28134 -2.01414 -0.3505
As 1.59337 -2.50690 -2.01132 1.0980
C 1.65133 -2.19886 -3.94770 -0.3004
C 0.48536 -4.14474 -2.06565 -0.3009
C 3.21355 -5.29896 -0.44786 -0.3881
As 3.00603 -6.91904 -1.57490 1.1246
C 3.45038 -6.45182 -3.42921 -0.3525
C 4.71646 -7.79204 -1.16252 -0.3572
H 4.06487 -2.74283 3.38472 0.0231
H 2.89131 -1.44786 3.72071 0.0025
H 4.29082 -1.12080 2.68902 0.0212
H 2.54557 -4.71930 2.49702 0.0236
H 1.03585 -4.50301 1.57544 0.0102
H 1.22900 -3.69661 3.12709 0.0051
H 4.64825 -3.67961 1.22698 0.0712
H 4.67929 -2.24394 0.21757 0.0769
H 6.05134 -3.47371 -1.28604 0.0867
H 5.52839 -4.97792 -2.04425 0.0547
H 5.91918 -4.95164 -0.31883 0.0856
H 3.47295 -3.92344 -2.88958 0.0448
H 4.05948 -2.41766 -2.23192 0.0731
H 1.64513 -3.14921 -4.48355 0.0285
H 2.56647 -1.65532 -4.18470 0.0238
H 0.80478 -1.58605 -4.24823 -0.0073
H 0.99369 -4.98142 -2.54065 -0.0124
H -0.41274 -3.91028 -2.64052 0.0083
H 0.16872 -4.43703 -1.06445 0.0117
H 2.19100 -5.02977 -0.19492 0.0063
H 3.64068 -5.72554 0.46591 0.0629
H 2.65199 -5.86802 -3.88471 -0.0001
H 3.51552 -7.40445 -3.95736 0.0144
H 4.39518 -5.92374 -3.53841 0.0083
H 4.77953 -7.96594 -0.08796 0.0140
H 5.57072 -7.19516 -1.47969 0.0062
H 4.74685 -8.75776 -1.66744 0.0101
```

Results
total charge	-1
calculated total energy	-288156.6191	eV

(3)
The following is a quantum chemistry calculation of a molecular structure, C49H80BN8NiO5S3Si, from OMol25.

Geometry as XYZ:
```
148
Properties=species:S:1:pos:R:3:lowdin_spin:R:1
Ni 1.55012 0.82706 -0.42772 1.1329
C 3.00651 -2.40472 -4.38523 0.0024
C 1.61084 -2.01501 -4.00856 0.0023
C 0.52223 -2.49857 -4.64519 0.0006
C -0.78600 -2.06818 -4.28330 -0.0003
N -0.97235 -1.25520 -3.28972 -0.0003
N 0.10847 -0.79500 -2.61400 -0.0040
B -0.16403 0.21703 -1.46120 -0.0209
N -1.02496 -0.28476 -0.35227 0.1202
N -1.73094 -1.43913 -0.52873 0.1120
C -2.56285 -1.80657 0.40795 0.0073
C -2.77603 -1.04626 1.58564 0.1630
C -2.08168 0.12247 1.78055 0.0105
C -2.37486 0.98425 2.98079 -0.0047
C -1.14227 0.46162 0.80699 0.1882
S -0.04280 1.80903 0.92764 0.0671
C -3.37249 -3.08473 0.19619 -0.0037
C -4.86467 -2.75666 0.36248 -0.0002
C -2.94322 -4.11744 1.24993 -0.0008
C -3.16173 -3.66160 -1.20496 0.0007
N -0.67436 1.58873 -2.02978 -0.0095
N -1.99304 1.48483 -2.34919 0.0003
C -2.59315 2.48527 -2.91522 -0.0006
C -1.87611 3.67508 -3.22582 -0.0001
C -0.57524 3.80937 -2.88328 0.0019
C 0.19327 5.06815 -3.14044 0.0039
C 0.06829 2.70236 -2.22580 0.0051
S 1.67139 2.82700 -1.68446 0.0670
C -4.07342 2.35277 -3.25493 -0.0002
C -4.20469 2.31573 -4.78523 0.0000
C -4.83485 3.56283 -2.69288 0.0000
C -4.66110 1.07381 -2.65602 0.0001
C 1.38178 -1.08512 -2.94029 0.0069
S 2.67832 -0.34992 -2.13759 0.0452
C -1.98695 -2.58155 -5.07359 0.0000
C -1.71824 -2.41115 -6.57980 0.0000
C -3.25917 -1.81554 -4.70952 0.0001
C -2.17719 -4.07578 -4.76116 0.0000
H 2.99642 -3.23263 -5.09394 0.0002
H 3.58329 -2.68426 -3.49985 0.0008
H 3.52714 -1.55661 -4.83813 0.0006
H 0.64559 -3.21582 -5.44822 0.0002
H -3.47922 -1.38109 2.33629 0.0094
H -2.95550 0.42222 3.71227 0.0001
H -2.96919 1.85074 2.66990 -0.0024
H -1.47102 1.34982 3.45819 -0.0011
H -5.11741 -2.46580 1.38564 0.0005
H -5.46043 -3.63959 0.11101 -0.0002
H -5.15887 -1.94330 -0.30980 0.0000
H -3.10266 -3.75162 2.26899 0.0008
H -1.88231 -4.37168 1.13881 -0.0001
H -3.52464 -5.03425 1.12511 -0.0003
H -3.65375 -3.03820 -1.95543 0.0003
H -3.58931 -4.66642 -1.25474 0.0001
H -2.10386 -3.71093 -1.45435 0.0000
H -2.38921 4.49572 -3.71461 0.0001
H -0.43109 5.80325 -3.64747 0.0003
H 1.07870 4.86260 -3.74722 0.0013
H 0.55273 5.49000 -2.19718 0.0010
H -3.80684 3.22466 -5.24927 0.0000
H -5.25831 2.22784 -5.06704 0.0000
H -3.66488 1.45718 -5.19820 0.0000
H -4.52799 4.50241 -3.16052 0.0000
H -4.68228 3.64927 -1.61236 0.0000
H -5.90512 3.43586 -2.87523 0.0000
H -4.08334 0.20009 -2.95152 0.0001
H -5.69348 0.95565 -2.99621 0.0000
H -4.65718 1.12004 -1.56161 0.0000
H -1.37533 -1.39692 -6.80953 0.0000
H -2.64685 -2.58493 -7.12972 0.0000
H -0.97747 -3.12051 -6.95954 0.0000
H -3.24928 -0.81373 -5.15107 0.0000
H -3.35337 -1.70967 -3.63032 0.0000
H -4.13261 -2.34993 -5.09296 0.0000
H -1.25527 -4.64345 -4.92600 0.0000
H -2.94952 -4.49153 -5.41485 0.0000
H -2.49073 -4.22223 -3.72340 0.0000
C 0.40515 -4.40495 -1.47279 0.0004
C 1.90882 -4.51624 -1.25427 0.0000
N 2.25917 -5.11789 0.03236 0.0000
C 2.04517 -6.56481 0.19145 0.0000
C 0.84576 -6.90927 1.06885 0.0000
C 2.76731 -4.44505 1.09382 0.0002
O 3.10719 -4.99565 2.13137 0.0000
C 2.96793 -2.95520 0.98019 0.0014
C 4.24705 -2.44480 1.15875 0.0032
C 4.43528 -1.07522 1.16015 0.0022
C 3.32476 -0.27184 1.01106 0.0104
N 2.08588 -0.74832 0.85074 0.0311
C 1.91637 -2.06622 0.83454 0.0073
H 0.19050 -3.83666 -2.38283 0.0000
H -0.07113 -3.89310 -0.63215 0.0004
H -0.05540 -5.39269 -1.57312 0.0000
H 2.37466 -3.53471 -1.32693 0.0000
H 2.34621 -5.13490 -2.04121 0.0000
H 2.94722 -6.99196 0.62389 0.0000
H 1.91565 -6.97603 -0.80886 0.0000
H 0.97027 -6.47172 2.05852 0.0000
H 0.76516 -7.99339 1.18287 0.0000
H -0.08604 -6.54023 0.62926 0.0000
H 5.07916 -3.12867 1.29930 0.0002
H 5.41762 -0.63753 1.28871 0.0000
H 3.42072 0.80777 1.03362 0.0049
H 0.89503 -2.41524 0.71122 0.0003
C 0.82783 5.74754 4.72422 0.0000
C 0.08787 4.46433 4.37679 0.0001
C -0.88768 4.10295 5.48141 0.0000
C -0.64144 4.60913 3.04890 0.0008
O 1.05496 3.39715 4.32521 0.0008
Si 1.75775 2.49160 3.19552 0.0021
O 0.57590 1.58309 2.42841 0.0255
O 2.81399 1.49173 3.89061 0.0013
C 2.77744 0.60193 5.04151 0.0000
C 1.69486 -0.44508 4.81866 0.0002
C 4.14824 -0.04437 5.10562 0.0000
C 2.51100 1.40121 6.31154 0.0000
O 2.47479 3.24177 1.94379 0.0015
C 3.57034 4.19123 1.85976 0.0001
C 3.01035 5.47582 1.27180 0.0001
C 4.60921 3.59440 0.92137 0.0003
C 4.17707 4.43382 3.23640 0.0001
H 0.11434 6.54497 4.94639 0.0000
H 1.46026 6.07309 3.89283 0.0000
H 1.45752 5.58777 5.60282 0.0000
H -1.64671 4.88077 5.58752 0.0000
H -0.35681 3.99787 6.43093 0.0000
H -1.38496 3.15546 5.25533 0.0000
H -1.32591 5.45902 3.09539 0.0000
H -1.22201 3.70987 2.82244 0.0005
H 0.06852 4.78101 2.22984 0.0002
H 1.87156 -0.97872 3.88052 0.0000
H 0.70616 0.02652 4.76797 0.0001
H 1.69666 -1.16869 5.63778 0.0000
H 4.34835 -0.60200 4.18841 0.0000
H 4.20002 -0.73528 5.95142 0.0000
H 4.91898 0.72064 5.22905 0.0000
H 1.54730 1.91000 6.25277 0.0000
H 3.28866 2.15845 6.44708 0.0000
H 2.51098 0.73723 7.18010 0.0000
H 2.62277 5.29230 0.26675 0.0002
H 3.78737 6.24246 1.21982 0.0000
H 2.19435 5.85172 1.89422 0.0000
H 4.13499 3.27140 -0.01159 0.0003
H 5.10280 2.73622 1.39269 0.0000
H 5.37183 4.33930 0.67922 0.0000
H 3.42684 4.81827 3.93717 0.0000
H 4.98378 5.16604 3.15954 0.0000
H 4.58605 3.50385 3.64523 0.0000
```

Results
total charge	+1
multiplicity	3
calculated total energy	-156376.6757	eV
expectation value of S²	2.09

Q: What is the formula in the third record?
A: C49H80BN8NiO5S3Si